The following is a quantum chemistry calculation of a molecular structure, C58H45CoF5N2OP2S in a non-equilibrium geometry, from the Open Molecules 2025 dataset.

Summary:
max |F|	0.05849	hartree/bohr
orbital gap (alpha / beta)	8.13 / 4.64	eV
multiplicity	5
energy above the lowest of the compared OMol25 structures with the same formula, charge and spin	48.4	kJ/mol
E_LUMO (alpha / beta)	-2.3 / -6.1	eV
charge	+1

Last column: Mulliken charge in e.
CARTESIAN COORDINATES (ANGSTROEM)
Co: 14.061 12.363 11.155  0.086
O: 17.103 11.513 13.133  0.235
C: 18.279 11.068 12.491  -1.516
C: 18.999 10.056 13.121  0.178
C: 20.144 9.599 12.498  -0.997
C: 20.495 10.098 11.253  -0.488
C: 19.805 11.151 10.652  -1.154
C: 18.682 11.617 11.314  1.422
P: 17.470 12.651 10.402  1.929
C: 17.087 11.723 8.905  0.429
C: 17.479 10.379 8.757  -0.535
C: 17.142 9.694 7.585  -0.758
C: 16.435 10.393 6.590  -0.830
C: 15.923 11.698 6.808  -0.504
C: 16.197 12.306 7.985  -0.658
C: 18.543 14.021 9.746  0.596
C: 18.790 14.181 8.378  -0.534
C: 19.596 15.194 7.943  -0.575
C: 20.290 16.014 8.865  -0.594
C: 20.031 15.890 10.218  -0.818
C: 19.069 14.966 10.635  -0.285
C: 17.165 12.714 13.765  0.682
C: 18.374 13.312 14.146  -1.016
C: 18.326 14.502 14.869  -0.630
C: 17.099 14.967 15.324  -1.087
C: 15.925 14.338 15.008  -0.951
C: 15.916 13.252 14.162  0.070
P: 14.348 12.663 13.501  2.145
C: 13.048 13.809 14.222  0.131
C: 12.444 13.582 15.458  -0.822
C: 11.553 14.481 15.915  -0.821
C: 11.146 15.535 15.077  -0.686
C: 11.691 15.715 13.830  -0.482
C: 12.742 14.902 13.413  -0.472
C: 14.108 11.142 14.474  1.175
C: 14.757 10.972 15.681  -0.584
C: 14.356 9.977 16.592  -1.035
C: 13.254 9.203 16.241  -0.736
C: 12.685 9.326 15.010  -0.866
C: 13.102 10.276 14.081  -0.480
H: 18.486 9.696 14.022  0.482
H: 20.605 8.705 12.825  0.431
H: 21.335 9.599 10.743  0.406
H: 19.951 11.443 9.638  0.664
H: 18.162 9.875 9.483  0.130
H: 17.414 8.707 7.464  0.655
H: 16.181 10.020 5.587  0.352
H: 15.283 12.192 6.041  0.445
H: 15.841 13.305 8.279  0.466
H: 18.421 13.392 7.698  0.282
H: 19.773 15.316 6.872  0.446
H: 21.036 16.686 8.553  0.478
H: 20.585 16.483 10.887  0.538
H: 18.858 14.765 11.697  0.168
H: 19.382 12.946 13.900  0.451
H: 19.285 15.040 14.968  0.421
H: 17.090 15.834 15.973  0.402
H: 14.981 14.789 15.180  0.696
H: 12.710 12.762 16.053  0.548
H: 11.094 14.326 16.841  0.530
H: 10.363 16.223 15.483  0.348
H: 11.444 16.609 13.184  0.359
H: 13.380 15.164 12.546  0.511
H: 15.634 11.571 15.878  0.428
H: 14.850 9.759 17.525  0.461
H: 12.929 8.458 16.991  0.340
H: 11.875 8.625 14.864  0.391
H: 12.666 10.311 13.120  0.181
S: 8.209 9.540 10.457  -0.256
C: 9.609 10.591 10.644  1.299
C: 9.788 11.769 11.399  -0.428
C: 11.002 12.345 11.393  -1.253
N: 12.064 11.798 10.761  0.247
C: 11.862 10.763 9.945  -0.772
C: 10.677 10.102 9.868  -1.416
C: 7.145 10.365 11.587  0.550
C: 6.769 11.717 11.488  -0.582
C: 5.986 12.234 12.487  -0.159
N: 5.424 11.507 13.456  -0.559
C: 5.737 10.240 13.519  -0.360
C: 6.610 9.647 12.609  -0.329
H: 8.975 12.221 11.930  0.600
H: 11.243 13.242 11.961  0.416
H: 12.808 10.374 9.464  0.472
H: 10.621 9.155 9.460  0.504
H: 6.983 12.399 10.718  0.590
H: 5.631 13.299 12.481  0.323
H: 5.208 9.597 14.233  0.342
H: 6.849 8.607 12.669  0.414
F: 15.593 15.196 11.810  -0.002
C: 14.984 15.329 10.642  0.885
C: 14.272 14.287 10.080  -1.394
C: 13.592 14.529 8.921  1.240
F: 12.834 13.635 8.380  -0.397
C: 13.730 15.711 8.252  0.543
F: 13.000 15.840 7.122  -0.327
C: 14.433 16.735 8.830  0.532
F: 14.333 17.968 8.292  -0.329
C: 15.031 16.571 10.060  0.368
F: 15.657 17.565 10.647  -0.350
C: 15.020 7.737 13.110  -1.051
C: 14.755 7.923 11.614  2.237
C: 15.913 7.190 10.950  -1.734
C: 13.342 7.455 11.262  -1.484
C: 14.781 9.356 11.207  0.521
C: 14.787 10.542 10.915  -0.690
H: 15.136 6.593 13.301  0.443
H: 14.241 8.059 13.731  0.197
H: 15.987 8.248 13.322  0.032
H: 15.773 6.108 11.150  0.487
H: 16.860 7.659 11.254  0.204
H: 15.755 7.332 9.900  0.374
H: 13.306 6.420 11.620  0.550
H: 13.129 7.453 10.132  0.244
H: 12.517 8.126 11.709  0.080

The following is a quantum chemistry calculation of C10H11FN2 in the gas phase in a non-equilibrium geometry, from the Open Molecules 2025 dataset.

Summary:
structure (SMILES)	CN[C@@H](C#N)[C@H](F)c1ccccc1
max |F|	0.06142	hartree/bohr
orbital gap	10.29	eV
energy above the lowest of the compared OMol25 structures with the same formula, charge and spin	0.0	kJ/mol
E_LUMO	0.9	eV
charge	0

Last column: Mulliken charge in e.
CARTESIAN COORDINATES (ANGSTROEM)
C: 3.686 0.834 -0.330  -0.917
N: 2.668 0.221 0.501  -0.340
C: 1.343 0.172 -0.078  -0.112
C: 1.263 -0.599 -1.297  0.356
N: 1.324 -1.235 -2.247  -0.516
C: 0.349 -0.581 1.079  -0.306
F: 0.706 -1.893 1.148  -0.328
C: -1.060 -0.359 0.630  0.332
C: -1.646 0.886 0.844  -0.387
C: -2.891 1.169 0.315  -0.564
C: -3.564 0.212 -0.428  -0.413
C: -2.999 -1.036 -0.619  -0.507
C: -1.747 -1.320 -0.097  -0.397
H: 4.600 0.900 0.259  0.332
H: 3.898 0.281 -1.256  0.317
H: 3.366 1.843 -0.593  0.300
H: 2.959 -0.716 0.772  0.300
H: 0.957 1.185 -0.227  0.425
H: 0.595 -0.112 2.035  0.456
H: -1.122 1.636 1.418  0.413
H: -3.329 2.143 0.471  0.381
H: -4.528 0.444 -0.855  0.374
H: -3.528 -1.785 -1.189  0.384
H: -1.300 -2.289 -0.256  0.416

The following is a quantum chemistry calculation of 16 unconnected molecules or ions with the total composition C24H80N10O16 in a non-equilibrium geometry, from the Open Molecules 2025 dataset.

Summary:
max |F|	0.20705	hartree/bohr
orbital gap	8.75	eV
energy above the lowest of the compared OMol25 structures with the same formula, charge and spin	0.0	kJ/mol
E_LUMO	0.0	eV
charge	0

Last column: Mulliken charge in e.
CARTESIAN COORDINATES (ANGSTROEM)
C: -0.686 4.665 1.881  -2.566
C: 0.524 3.802 1.595  1.204
O: -0.024 2.531 1.386  1.605
H: -0.459 5.709 1.879  0.400
H: -1.209 4.372 2.708  0.536
H: -1.402 4.451 1.131  0.541
H: 1.256 3.917 2.376  0.473
H: 1.038 4.145 0.712  -0.745
H: 0.731 1.944 1.390  -1.175
C: -0.663 -1.542 -3.775  -0.150
C: 0.839 -1.760 -4.021  -0.807
O: 1.471 -1.748 -2.769  -0.594
H: -1.139 -1.873 -4.704  0.591
H: -0.933 -0.479 -3.673  -0.086
H: -1.082 -2.172 -2.915  -0.399
H: 1.181 -0.996 -4.699  0.373
H: 0.946 -2.713 -4.600  0.419
H: 0.874 -1.543 -2.029  -0.292
C: -4.686 2.057 2.197  -1.481
C: -3.365 2.593 2.436  0.345
O: -2.578 2.153 1.347  0.056
H: -4.722 1.061 1.918  0.075
H: -5.266 2.555 1.392  0.355
H: -5.175 2.154 3.165  0.424
H: -2.986 2.160 3.378  0.011
H: -3.417 3.706 2.510  0.450
H: -1.670 2.316 1.604  -0.383
C: 6.332 0.735 0.314  -1.659
C: 5.074 0.396 -0.439  0.909
O: 4.489 -0.777 0.147  -0.669
H: 7.036 -0.052 0.201  0.453
H: 6.098 0.798 1.341  0.295
H: 6.828 1.698 0.109  0.319
H: 5.361 -0.015 -1.380  0.482
H: 4.385 1.194 -0.579  -0.484
H: 3.802 -1.141 -0.475  -0.031
C: 1.209 1.819 -3.281  -1.697
C: 2.281 1.536 -2.276  0.671
O: 1.889 2.189 -1.067  0.327
H: 1.221 2.856 -3.627  0.383
H: 0.234 1.519 -2.952  0.053
H: 1.416 1.254 -4.193  0.536
H: 3.283 1.871 -2.601  0.525
H: 2.286 0.407 -2.136  -0.089
H: 2.462 1.898 -0.337  -0.686
C: -3.452 -3.987 1.334  -2.123
C: -2.203 -3.776 0.528  1.420
O: -2.598 -2.901 -0.541  -0.402
H: -3.226 -4.531 2.154  0.608
H: -4.162 -4.525 0.702  0.396
H: -3.907 -3.069 1.659  0.376
H: -1.664 -4.696 0.179  0.469
H: -1.531 -3.259 1.264  -0.877
H: -3.127 -2.155 -0.205  0.128
C: -1.983 -5.014 -2.984  -0.959
C: -0.507 -5.132 -2.550  0.011
O: -0.345 -6.391 -1.964  -0.550
H: -2.674 -4.874 -2.194  0.123
H: -2.170 -5.879 -3.600  0.434
H: -1.970 -4.142 -3.668  0.187
H: -0.104 -4.260 -1.997  -0.092
H: 0.069 -5.127 -3.512  0.573
H: 0.508 -6.815 -2.277  0.354
C: -4.521 -0.466 -2.056  -0.905
C: -4.417 0.275 -0.736  -0.289
O: -3.341 -0.265 -0.071  0.181
H: -3.779 -0.110 -2.838  -0.035
H: -5.557 -0.169 -2.374  0.374
H: -4.338 -1.584 -1.986  0.109
H: -5.325 0.295 -0.126  0.438
H: -4.104 1.296 -0.813  0.361
H: -2.992 0.452 0.515  -0.323
C: 0.727 2.091 4.347  0.334
O: 0.841 3.320 5.044  -0.797
N: 1.713 1.508 3.736  -0.206
N: -0.421 1.486 4.262  -0.112
H: 2.607 1.956 3.644  0.049
H: 1.736 0.606 3.245  0.087
H: -1.206 1.854 4.818  0.326
H: -0.591 0.681 3.676  0.042
C: 0.519 -0.583 0.028  1.564
O: 1.657 -0.171 0.555  0.935
N: 0.219 -1.831 -0.285  1.259
N: -0.486 0.232 -0.146  2.056
H: 0.954 -2.553 -0.102  -0.540
H: -0.679 -2.262 -0.506  -0.898
H: -0.295 1.207 -0.094  -0.730
H: -1.270 -0.069 -0.803  -0.636
C: 1.875 -2.632 3.223  0.439
O: 2.614 -3.348 4.186  -0.816
N: 2.401 -1.814 2.433  0.104
N: 0.656 -2.909 2.900  0.148
H: 3.376 -1.513 2.745  0.188
H: 1.881 -1.268 1.662  -0.687
H: 0.166 -3.575 3.541  0.266
H: 0.027 -2.270 2.392  -0.576
C: 1.948 -4.545 0.025  0.125
O: 2.274 -5.401 -0.985  -0.758
N: 0.931 -4.631 0.800  0.122
N: 2.502 -3.376 0.225  -0.150
H: 0.309 -5.420 0.719  0.339
H: 0.666 -4.000 1.611  0.142
H: 3.382 -3.223 -0.309  0.149
H: 2.489 -2.879 1.150  0.205
C: 3.917 3.366 1.350  0.161
O: 2.986 2.369 1.293  -0.500
N: 3.803 4.485 0.761  -0.358
N: 5.076 3.225 1.968  -0.419
H: 2.910 4.550 0.241  0.201
H: 4.320 5.420 0.983  0.262
H: 5.928 3.752 1.808  0.235
H: 5.258 2.284 2.334  0.199
C: -2.494 2.214 -3.652  -0.559
O: -1.756 2.057 -4.802  -0.505
H: -3.539 1.892 -3.605  0.430
H: -2.547 3.226 -3.503  0.522
H: -1.998 1.695 -2.851  -0.178
H: -2.225 2.636 -5.446  0.335
C: -2.131 -0.988 3.104  -0.825
O: -0.924 -0.677 2.538  0.414
H: -2.799 -0.247 2.752  0.178
H: -2.046 -1.029 4.114  0.463
H: -2.538 -1.935 2.809  -0.027
H: -1.011 -0.424 1.630  -0.320
C: -0.306 5.124 -2.100  -0.968
O: -0.693 3.848 -1.594  -0.227
H: 0.024 5.715 -1.262  0.241
H: -1.007 5.711 -2.702  0.298
H: 0.534 4.959 -2.789  0.341
H: 0.073 3.263 -1.550  -0.172

- Which formula does entry 2 have?
  C10H11FN2

- Among the records above, which one has the highest max |F|?
  C24H80N10O16

- Which of these has the highest charge?
  C58H45CoF5N2OP2S

- Look up the charge of the first one.
  +1